{"formula": "C3H3N3O2", "method": "the ωB97M-V functional and the def2-TZVPD basis", "homo_lumo_gap_ev": 7.07, "largest_force_ev_per_a": 6.49, "relative_energy_kj_mol": 518.39, "homo_energy_ev": -8.4, "multiplicity": 1, "energy_ha": -430.7235, "smiles": "O=Nc1c[nH]c(=O)[nH]1", "symbols": ["O", "N", "C", "C", "N", "C", "O", "N", "H", "H", "H"], "positions_angstrom": [[-1.031246, -0.908900, -2.684877], [0.044006, -0.321442, -2.239310], [-0.032763, -0.109269, -0.664998], [-0.908021, -0.732180, 0.259625], [-0.540973, -0.380835, 1.559235], [0.600740, 0.498084, 1.375500], [1.145670, 1.252361, 2.252759], [0.787011, 0.678499, -0.009261], [-1.935644, -1.287043, 0.257545], [-0.649877, -0.533693, 2.525327], [1.680073, 1.299667, -0.321347]], "forces_ev_per_a": [[5.23, 2.77, 2.27], [-5.41, -2.11, 1.54], [-3.96, -3.47, -3.37], [-2.08, -0.97, 0.07], [4.60, 3.20, -3.27], [0.22, 3.65, 2.34], [-1.48, -3.20, -2.49], [4.84, 2.59, 2.33], [2.52, 0.85, -1.05], [-1.28, -1.00, 0.84], [-3.20, -2.31, 0.78]], "nbo_charge": [-0.288, 0.142, 0.137, -0.040, -0.594, 0.722, -0.651, -0.605, 0.256, 0.451, 0.470]}

***

{"formula": "C3H3N3O3S", "method": "the ωB97M-V functional and the def2-TZVPD basis", "homo_lumo_gap_ev": 9.56, "largest_force_ev_per_a": 1.37, "relative_energy_kj_mol": 0.00, "homo_energy_ev": -10.8, "multiplicity": 1, "energy_ha": -904.2211, "smiles": "N#CC(=O)/C=N\\S(N)(=O)=O", "symbols": ["N", "C", "C", "O", "C", "N", "S", "N", "O", "O", "H", "H", "H"], "positions_angstrom": [[3.802647, 1.369330, -2.589081], [2.707036, 1.591873, -2.344303], [1.333619, 1.972602, -1.955576], [0.605392, 2.556649, -2.710130], [1.014533, 1.813521, -0.473490], [0.089892, 1.213764, 0.114661], [-1.038344, 0.228251, -0.691631], [-0.777003, -1.169798, 0.153031], [-2.343817, 0.709789, -0.424188], [-0.572769, 0.041638, -2.035559], [1.679042, 2.412542, 0.153652], [-0.159136, -1.796184, -0.334262], [-1.623654, -1.613132, 0.462205]], "forces_ev_per_a": [[0.35, -0.15, -0.08], [-0.43, 0.06, 0.14], [-0.62, 0.37, -0.32], [0.42, -0.25, 0.31], [0.32, 0.39, -0.37], [-0.93, -0.38, 0.61], [1.06, -0.72, -0.48], [-0.08, 0.81, -0.22], [-0.01, 0.13, 0.37], [-0.02, -0.11, 0.08], [0.12, -0.05, 0.01], [0.11, -0.11, -0.19], [-0.30, 0.04, 0.16]], "nbo_charge": [-0.216, 0.157, 0.434, -0.395, 0.105, -0.607, 2.393, -1.065, -0.895, -0.944, 0.209, 0.409, 0.416]}

***

{"formula": "C3H3N3O3S", "method": "the ωB97M-V functional and the def2-TZVPD basis", "homo_lumo_gap_ev": 8.58, "largest_force_ev_per_a": 4.68, "relative_energy_kj_mol": 316.88, "homo_energy_ev": -9.5, "multiplicity": 1, "energy_ha": -904.1004, "smiles": "O=CN1N=C[C@H]([N+](=O)[O-])S1", "symbols": ["O", "C", "N", "N", "C", "C", "N", "O", "O", "S", "H", "H", "H"], "positions_angstrom": [[-1.830599, 3.021876, -0.813843], [-1.316786, 2.081359, -1.306706], [-0.426100, 1.234992, -0.654810], [-0.207735, 0.072897, -1.196689], [0.470734, -0.827799, -0.628879], [0.975808, -0.494241, 0.708546], [0.469816, -1.567499, 1.535044], [1.219406, -2.194836, 2.259312], [-0.668343, -1.759223, 1.394508], [0.155545, 1.341139, 1.069462], [-1.595108, 1.646497, -2.225093], [0.697676, -1.861631, -1.020385], [2.055687, -0.693530, 0.879533]], "forces_ev_per_a": [[-0.22, 1.73, 0.73], [-0.05, -1.14, 1.42], [0.91, 0.16, 1.92], [-0.10, -1.87, -2.66], [0.32, 0.47, -0.55], [1.60, 1.89, 0.74], [1.43, 0.06, 1.98], [0.49, 0.12, -0.07], [-4.47, -1.40, 0.10], [0.98, -2.51, -1.53], [-0.08, -0.47, -1.66], [-0.57, 1.51, 0.01], [-0.25, 1.46, -0.41]], "nbo_charge": [-0.530, 0.535, -0.365, -0.169, -0.026, -0.235, 0.503, -0.381, -0.337, 0.368, 0.144, 0.237, 0.254]}

***

{"formula": "C3H3N3OS", "method": "the ωB97M-V functional and the def2-TZVPD basis", "homo_lumo_gap_ev": 8.22, "largest_force_ev_per_a": 4.96, "relative_energy_kj_mol": 346.44, "homo_energy_ev": -8.2, "multiplicity": 1, "energy_ha": -753.7208, "smiles": "SN=c1ncocn1", "symbols": ["S", "N", "C", "N", "C", "O", "C", "N", "H", "H", "H"], "positions_angstrom": [[-1.348537, -1.325355, -2.220968], [0.134776, -0.697667, -1.818765], [0.162784, 0.124232, -0.772880], [-0.969800, 0.011633, 0.095918], [-0.797181, 0.037506, 1.347855], [0.359739, 0.415142, 2.008474], [1.275420, 0.903720, 1.124643], [1.243828, 0.712336, -0.182204], [-0.851004, -1.375642, -3.503544], [-1.363638, -0.287937, 2.337179], [2.153615, 1.482031, 1.584290]], "forces_ev_per_a": [[0.09, -0.28, -1.53], [1.68, 3.83, 2.66], [-1.56, -3.87, -0.04], [-1.00, -0.08, 1.53], [-0.60, -0.79, 2.07], [1.35, 0.85, -1.44], [1.31, -0.05, -2.64], [1.62, 1.45, 2.48], [-0.94, -0.50, 0.57], [-0.36, 0.52, -3.06], [-1.59, -1.07, -0.61]], "nbo_charge": [0.227, -0.584, 0.461, -0.505, 0.410, -0.480, 0.413, -0.478, 0.120, 0.209, 0.207]}

***

{"formula": "C3H3N3OS", "method": "the ωB97M-V functional and the def2-TZVPD basis", "homo_lumo_gap_ev": 8.75, "largest_force_ev_per_a": 5.63, "relative_energy_kj_mol": 457.93, "homo_energy_ev": -9.7, "multiplicity": 1, "energy_ha": -753.6784, "smiles": "[H]/N=C1\\N=CS\\C1=N/O", "symbols": ["H", "N", "C", "N", "C", "S", "C", "N", "O", "H", "H"], "positions_angstrom": [[0.155228, -2.695924, 1.371288], [0.276239, -2.214348, 0.450549], [0.313219, -0.929718, 0.557081], [0.125336, -0.281589, 1.727299], [-0.008298, 0.947484, 1.623666], [-0.048108, 1.589960, -0.044661], [0.057957, -0.089907, -0.783738], [-0.142172, -0.395738, -1.987613], [-0.682554, 0.706961, -2.759733], [0.093877, 1.856901, 2.182390], [-0.140723, 1.505917, -2.336528]], "forces_ev_per_a": [[0.36, 0.81, -0.73], [0.31, 1.00, 0.45], [-1.83, -4.06, -3.45], [0.61, 0.03, 2.64], [0.68, 2.06, -3.18], [-0.47, -0.22, -0.99], [0.70, 1.22, 3.11], [-1.02, 0.36, -0.09], [3.00, 1.18, 2.17], [-0.44, -0.54, 1.80], [-1.90, -1.84, -1.72]], "nbo_charge": [0.356, -0.523, 0.340, -0.457, 0.047, 0.129, 0.037, -0.077, -0.526, 0.227, 0.448]}

***

{"formula": "C3H3N3OS", "method": "the ωB97M-V functional and the def2-TZVPD basis", "homo_lumo_gap_ev": 9.46, "largest_force_ev_per_a": 2.27, "relative_energy_kj_mol": 102.33, "homo_energy_ev": -9.4, "multiplicity": 1, "energy_ha": -753.8138, "smiles": "[H]/N=c1\\ncoc(=S)[nH]1", "symbols": ["H", "N", "C", "N", "C", "O", "C", "S", "N", "H", "H"], "positions_angstrom": [[-2.004739, -0.808102, -1.865991], [-2.006668, -0.159464, -1.099499], [-0.826022, -0.157168, -0.597502], [0.263218, -0.901982, -1.056860], [1.333588, -0.772880, -0.433309], [1.592658, -0.004650, 0.644452], [0.566905, 0.733162, 1.192136], [0.855312, 1.672798, 2.488150], [-0.606746, 0.641745, 0.534596], [2.217568, -1.412038, -0.661386], [-1.385075, 1.168580, 0.855214]], "forces_ev_per_a": [[-0.11, -0.29, -0.56], [1.51, 0.16, 0.93], [-1.72, 0.26, -0.36], [-1.02, 0.02, -0.49], [1.87, -1.23, 0.38], [-0.34, 0.20, 0.20], [0.23, 0.67, 0.26], [-0.06, -0.20, -0.10], [0.82, -0.80, -0.65], [-0.66, 0.77, 0.01], [-0.51, 0.43, 0.39]], "nbo_charge": [0.356, -0.649, 0.523, -0.506, 0.446, -0.464, 0.351, -0.086, -0.612, 0.197, 0.445]}

***

{"formula": "C3H3N3S", "method": "the ωB97M-V functional and the def2-TZVPD basis", "homo_lumo_gap_ev": 8.57, "largest_force_ev_per_a": 4.22, "relative_energy_kj_mol": 239.97, "homo_energy_ev": -9.9, "multiplicity": 1, "energy_ha": -678.4879, "smiles": "S=Cn1cnnc1", "symbols": ["S", "C", "N", "C", "N", "N", "C", "H", "H", "H"], "positions_angstrom": [[2.313437, -0.262724, -0.071962], [1.147745, 0.823974, 0.176399], [-0.222896, 0.255964, -0.067860], [-0.660253, -1.025120, 0.154146], [-1.992345, -0.992313, 0.102574], [-2.380594, 0.325393, -0.145874], [-1.300414, 1.039922, -0.057338], [1.112401, 1.893161, 0.467195], [-0.041815, -1.868395, -0.198148], [-1.037198, 2.022854, 0.021226]], "forces_ev_per_a": [[0.49, 1.34, 0.43], [-2.08, -2.67, -1.00], [3.45, 1.14, 2.15], [-1.35, -0.21, -2.23], [1.22, 0.21, -0.97], [-0.45, -0.13, 1.82], [-0.41, -2.08, -0.96], [0.35, -0.77, -0.25], [-0.47, 0.29, 1.26], [-0.75, 2.88, -0.25]], "nbo_charge": [0.110, -0.120, -0.406, 0.112, -0.244, -0.268, 0.167, 0.224, 0.236, 0.190]}

***

{"formula": "C3H3N4O", "method": "the ωB97M-V functional and the def2-TZVPD basis", "homo_lumo_gap_ev": [8.17, 8.77], "largest_force_ev_per_a": 4.25, "relative_energy_kj_mol": 487.33, "charge": -1, "homo_energy_ev": [-4.5, -5.0], "multiplicity": 1, "energy_ha": -410.1708, "symbols": ["C", "C", "C", "N", "N", "N", "N", "O", "H", "H", "H"], "positions_angstrom": [[0.136294, -0.790239, -1.134626], [0.106455, 1.314177, 1.779898], [-0.907917, 0.560595, 1.098323], [-0.730494, -0.778303, -2.153763], [1.289464, -1.380599, -1.179753], [0.071291, -1.508137, -2.974743], [1.138087, -1.876246, -2.438396], [-0.399157, 0.202878, 2.407010], [1.120118, 1.126034, 1.294569], [0.126827, 2.293604, 2.296067], [-1.950969, 0.836235, 1.005413]], "forces_ev_per_a": [[-2.31, 2.30, 2.73], [3.62, 1.37, -1.66], [0.37, -0.45, 0.32], [2.20, -0.30, 1.32], [-1.08, 0.08, 0.00], [-2.59, -0.28, -2.60], [3.16, -1.15, -0.39], [-1.47, -1.18, -0.26], [-0.96, 0.37, 0.79], [-0.82, -0.49, -0.24], [-0.11, -0.27, 0.00]], "nbo_charge": [0.387, -0.172, 0.077, -0.476, -0.476, -0.156, -0.161, -0.511, 0.170, 0.158, 0.160]}

***

{"formula": "C3H3N5", "method": "the ωB97M-V functional and the def2-TZVPD basis", "homo_lumo_gap_ev": 10.61, "largest_force_ev_per_a": 12.03, "relative_energy_kj_mol": 370.24, "homo_energy_ev": -11.0, "multiplicity": 1, "energy_ha": -389.7277, "smiles": "N#CCn1ncnn1", "symbols": ["N", "C", "C", "N", "N", "C", "N", "N", "H", "H", "H"], "positions_angstrom": [[-1.175474, 1.141749, -2.225599], [-1.694476, 0.578817, -1.167271], [-1.563607, -0.046048, 0.185516], [-0.189870, -0.209743, 0.528861], [0.583679, 0.863475, 0.894738], [1.802261, 0.087415, 0.844019], [1.830877, -1.140944, 0.347344], [0.404780, -1.248089, 0.263197], [-1.918572, 0.746707, 0.999005], [-2.125935, -0.981660, 0.299407], [2.601484, 0.668715, 0.868219]], "forces_ev_per_a": [[-5.27, -5.12, 9.52], [5.76, 4.71, -8.92], [-2.21, 2.27, 1.76], [1.16, 3.22, 0.56], [2.45, -4.64, -0.23], [-3.25, 2.10, -1.14], [-5.50, 2.04, 1.64], [2.45, -5.38, -2.07], [0.24, -1.69, -1.85], [0.32, 0.33, -0.13], [3.86, 2.17, 0.85]], "nbo_charge": [-0.229, 0.232, -0.329, 0.025, -0.294, 0.134, -0.236, -0.045, 0.278, 0.278, 0.185]}

***

{"formula": "C3H3N5", "method": "the ωB97M-V functional and the def2-TZVPD basis", "homo_lumo_gap_ev": 7.91, "largest_force_ev_per_a": 5.59, "relative_energy_kj_mol": 593.03, "homo_energy_ev": -9.0, "multiplicity": 1, "energy_ha": -389.6428, "smiles": "[H]/N=c1/ccnnnn1", "symbols": ["H", "N", "C", "C", "C", "N", "N", "N", "N", "H", "H"], "positions_angstrom": [[-1.743183, -1.651629, 0.893219], [-1.805329, -0.684706, 0.776959], [-0.736604, -0.490999, -0.029428], [-0.607872, 0.815937, -0.537832], [0.664765, 1.269743, -0.367259], [1.482777, 0.429074, 0.743773], [1.736921, -0.705304, 0.818974], [1.442210, -1.362666, -0.631376], [0.169216, -1.390480, -0.788799], [-1.716592, 1.496561, -0.558432], [1.113696, 2.274474, -0.319795]], "forces_ev_per_a": [[-0.56, -2.44, 1.21], [4.25, 1.00, -3.50], [-4.16, -2.16, 1.77], [-0.73, 4.63, 0.22], [0.15, -0.66, 2.12], [-1.46, 4.69, -0.88], [0.84, -2.47, -2.14], [-5.02, -1.09, 1.29], [3.50, 1.07, 0.78], [3.79, -1.96, -0.41], [-0.60, -0.62, -0.47]], "nbo_charge": [0.332, -0.588, 0.276, -0.264, -0.073, -0.103, 0.026, 0.031, -0.150, 0.274, 0.238]}